Record 1
Formula: C4H10O
Source: OMol25
Level of theory: wB97M-V/def2-TZVPD

The calculation puts the HOMO-LUMO gap at 10.741 eV. As for the HOMO energy: -0.357 Ha. The SMILES is C=CCCO.[H][H]. For the energy above the lowest of the compared OMol25 structures with the same formula, charge and spin, the calculation gives 45.3 kcal per mole.

Each line ends with the Mulliken charge.
Positions of all 15 atoms, in Å:
C 0.669 1.904 0.817  -0.770
C 0.676 0.578 0.908  -0.089
C -0.511 -0.317 0.684  -0.418
C -0.239 -1.439 -0.310  -0.383
O -1.362 -2.299 -0.298  -0.508
H -0.225 2.455 0.530  0.278
H 1.557 2.493 1.032  0.247
H 1.602 0.073 1.191  0.245
H -1.380 0.260 0.348  0.276
H -0.785 -0.788 1.637  0.286
H -0.067 -1.020 -1.315  0.255
H 0.677 -1.978 -0.016  0.284
H -1.215 -2.994 -0.951  0.305
H 0.135 1.791 -2.340  0.248
H 0.468 1.282 -1.917  -0.256

Record 2
Formula: C4H10O
Source: OMol25
Level of theory: wB97M-V/def2-TZVPD

The calculation puts the HOMO-LUMO gap at 9.532 eV. As for the HOMO energy: -0.320 Ha. For the energy above the lowest of the compared OMol25 structures with the same formula, charge and spin, the calculation gives 81.5 kcal per mole.

Each line ends with the Mulliken charge.
Positions of all 15 atoms, in Å:
C -1.939 0.157 0.062  -0.802
C -1.176 -1.096 0.481  -0.749
C 1.311 1.009 1.259  -0.334
O 1.423 1.127 -0.033  -0.173
C 2.106 0.056 -0.706  -0.549
H -1.283 0.864 -0.461  0.234
H -2.769 -0.086 -0.610  0.321
H -2.358 0.675 0.932  0.255
H -0.760 -1.617 -0.390  0.205
H -1.827 -1.803 1.007  0.326
H -0.342 -0.850 1.151  0.232
H 0.746 1.938 1.522  0.176
H 1.416 -0.362 -1.443  0.216
H 2.975 0.484 -1.210  0.278
H 2.401 -0.693 0.032  0.366

Record 3
Formula: C4H10O
Source: OMol25
Level of theory: wB97M-V/def2-TZVPD

The calculation puts the HOMO-LUMO gap at 11.313 eV. As for the HOMO energy: -0.379 Ha. The SMILES is CC(C)CO. For the energy above the lowest of the compared OMol25 structures with the same formula, charge and spin, the calculation gives 6.5 kcal per mole.

Each line ends with the Mulliken charge.
Positions of all 15 atoms, in Å:
C -0.947 -0.842 -1.017  -1.484
C -0.381 0.032 0.104  0.690
C -0.141 1.453 -0.431  -1.358
C 0.892 -0.597 0.660  -0.666
O 1.355 0.188 1.742  -0.504
H -1.916 -0.448 -1.347  0.376
H -1.119 -1.870 -0.665  0.393
H -0.273 -0.827 -1.878  0.336
H -1.117 0.060 0.918  0.226
H 0.812 1.510 -0.971  0.311
H -0.931 1.720 -1.134  0.400
H -0.088 2.198 0.370  0.325
H 1.650 -0.648 -0.143  0.328
H 0.685 -1.632 0.982  0.320
H 2.201 -0.171 2.032  0.306

Record 4
Formula: C4H10O
Source: OMol25
Level of theory: wB97M-V/def2-TZVPD

The calculation puts the HOMO-LUMO gap at 10.229 eV. As for the HOMO energy: -0.340 Ha. The SMILES is C=CCC.O. For the energy above the lowest of the compared OMol25 structures with the same formula, charge and spin, the calculation gives 44.4 kcal per mole.

Each line ends with the Mulliken charge.
Positions of all 15 atoms, in Å:
C -0.985 2.370 1.553  -0.787
C 0.087 1.954 2.259  -0.156
C 0.594 0.548 2.240  -0.419
C 1.581 0.321 1.025  -0.925
H -1.092 3.392 1.213  0.281
H -1.589 1.635 1.023  0.236
H 0.429 2.724 2.955  0.314
H 1.215 0.419 3.126  0.283
H -0.298 0.007 1.933  0.308
H 2.577 -0.087 1.204  0.325
H 1.071 -0.447 0.440  0.242
H 1.677 1.224 0.426  0.301
O -1.129 -3.969 -5.601  -0.632
H -0.515 -3.774 -4.900  0.314
H -1.792 -4.440 -5.081  0.318

What did the third record say?
Formula: C4H10O
Source: OMol25
Level of theory: wB97M-V/def2-TZVPD

The calculation puts the HOMO-LUMO gap at 11.313 eV. As for the HOMO energy: -0.379 Ha. The SMILES is CC(C)CO. For the energy above the lowest of the compared OMol25 structures with the same formula, charge and spin, the calculation gives 6.5 kcal per mole.

Each line ends with the Mulliken charge.
Positions of all 15 atoms, in Å:
C -0.947 -0.842 -1.017  -1.484
C -0.381 0.032 0.104  0.690
C -0.141 1.453 -0.431  -1.358
C 0.892 -0.597 0.660  -0.666
O 1.355 0.188 1.742  -0.504
H -1.916 -0.448 -1.347  0.376
H -1.119 -1.870 -0.665  0.393
H -0.273 -0.827 -1.878  0.336
H -1.117 0.060 0.918  0.226
H 0.812 1.510 -0.971  0.311
H -0.931 1.720 -1.134  0.400
H -0.088 2.198 0.370  0.325
H 1.650 -0.648 -0.143  0.328
H 0.685 -1.632 0.982  0.320
H 2.201 -0.171 2.032  0.306

Copy entry 3 word for word.
Formula: C4H10O
Source: OMol25
Level of theory: wB97M-V/def2-TZVPD

The calculation puts the HOMO-LUMO gap at 11.313 eV. As for the HOMO energy: -0.379 Ha. The SMILES is CC(C)CO. For the energy above the lowest of the compared OMol25 structures with the same formula, charge and spin, the calculation gives 6.5 kcal per mole.

Each line ends with the Mulliken charge.
Positions of all 15 atoms, in Å:
C -0.947 -0.842 -1.017  -1.484
C -0.381 0.032 0.104  0.690
C -0.141 1.453 -0.431  -1.358
C 0.892 -0.597 0.660  -0.666
O 1.355 0.188 1.742  -0.504
H -1.916 -0.448 -1.347  0.376
H -1.119 -1.870 -0.665  0.393
H -0.273 -0.827 -1.878  0.336
H -1.117 0.060 0.918  0.226
H 0.812 1.510 -0.971  0.311
H -0.931 1.720 -1.134  0.400
H -0.088 2.198 0.370  0.325
H 1.650 -0.648 -0.143  0.328
H 0.685 -1.632 0.982  0.320
H 2.201 -0.171 2.032  0.306